Entry from the OMol25 dataset: 7 unconnected molecules or ions with the total composition C28H47INO17PS at a distorted geometry (wB97M-V/def2-TZVPD).

XYZ file:
```
96
C28H47INO17PS | the OMol25 dataset | wB97M-V/def2-TZVPD
I -6.96319 -0.52988 2.36346
S -4.63646 -3.61608 -0.49744
P -1.85700 -1.42745 1.36317
O 8.03994 6.77877 -0.48740
O -8.76975 -5.77437 2.40126
O 0.51334 -0.68346 -0.91683
O -4.83292 -2.50610 -1.40170
O 5.92717 7.12516 0.14775
O -0.33022 -2.31228 -2.19082
O -3.58305 -3.32530 1.95229
O -10.31165 -4.38716 3.24932
O 3.46969 2.43675 -0.92687
O 4.76732 -2.97856 -2.11049
O 5.60018 -1.97140 -0.29287
O 5.15931 1.79636 0.37389
O -2.57408 0.04318 1.21240
O -0.45480 -1.08955 2.15162
O -2.89853 5.36767 1.12588
O -5.60882 -4.68498 -0.56446
O -2.04901 6.07439 3.07096
N -7.12521 -2.38351 1.54396
C 0.54866 -1.52483 -1.96692
C 5.49229 3.80668 -0.78113
C 6.43058 2.32174 0.80100
C -2.09735 5.24370 2.21324
C 4.85219 8.01912 -0.19517
C 4.91517 -4.25055 -2.76747
C -1.49732 3.53240 0.67538
C 2.68956 -0.50259 -1.79077
C 1.65065 0.21723 -0.94063
C -9.60770 -6.07504 0.21928
C -10.28181 -4.86131 0.85445
C 6.29659 -4.75252 -2.36555
C 6.44918 -4.15892 -0.96762
C -8.37307 -6.23642 1.09390
C -4.68489 -2.89020 1.18130
C -2.93306 -2.25295 2.63923
C 5.60020 -2.90403 -1.03894
C -1.34438 3.92830 2.14034
C 7.04596 7.44032 -0.54945
C 4.57252 2.63814 -0.49814
C 6.79230 8.68247 -1.38070
C -6.00138 -3.25410 1.87126
C 5.53536 9.26821 -0.73972
C -3.01493 -4.26696 -0.76580
C -2.82723 4.18222 0.31506
C -9.83939 -4.94432 2.30408
C 1.81327 -1.28357 -2.76649
C 6.84639 3.29723 -0.29321
H -0.69417 3.97893 0.08689
H -2.28589 -3.55036 -0.39621
H 1.54843 -0.69927 -3.65026
H -5.81521 -3.19427 2.94328
H 5.48154 4.05437 -1.83936
H 1.96617 0.39145 0.08234
H 3.39160 0.17698 -2.26307
H -9.36544 -5.95602 -0.83460
H 4.25999 8.20292 0.69748
H 7.34817 2.75750 -1.09793
H 6.62258 8.37094 -2.41276
H -0.31201 4.06680 2.44843
H 7.47357 -3.90631 -0.70957
H -2.35539 -2.70060 3.44992
H 6.38222 -5.83615 -2.40543
H -2.89824 4.47463 -0.72980
H -7.54701 -5.62415 0.73625
H 4.11618 -4.90936 -2.42079
H -3.67866 -1.59093 3.09510
H 4.90480 9.83227 -1.42328
H 4.80715 -4.09774 -3.83854
H -9.91626 -3.91828 0.44461
H -7.26346 -2.30618 0.54209
H 7.51496 4.08069 0.05743
H 7.05077 -4.32879 -3.02999
H 6.03153 -4.80664 -0.19505
H 5.15048 4.66487 -0.20006
H -4.65009 -1.81117 1.00831
H 3.25572 -1.19409 -1.17255
H -10.25271 -6.94904 0.32359
H 1.32396 1.16021 -1.37582
H -8.03407 -7.26601 1.18120
H 5.81373 9.92570 0.08462
H -2.93304 -5.24339 -0.29575
H 4.22441 7.53014 -0.94344
H -3.67915 3.54469 0.56225
H -1.48386 2.45845 0.50491
H 7.11752 1.48953 0.93054
H -6.30143 -4.26609 1.61477
H -11.36596 -4.88763 0.78985
H -2.49555 0.24409 0.27074
H -2.94916 -4.35371 -1.84909
H 7.65275 9.34416 -1.34215
H 6.28700 2.81724 1.76342
H -1.83006 3.21738 2.81096
H 2.25046 -2.22888 -3.07711
H -0.37949 -1.53060 3.00573
```

As for the spin multiplicity: 1. For the frontier orbital gap, the calculation gives 8.84 eV. The total energy comes out at -94321.310 eV. The SMILES is CS(=O)(=O)[C@@H](CNI)OCP(O)O.O=C1CCCO1.O=C1CCCO1.O=C1CCCO1.O=C1CCCO1.O=C1CCCO1.O=C1CCCO1.